16
Properties=species:S:1:pos:R:3 method="wB97M-V/def2-TZVPD" total_energy_ev=-11908.5898 e_lumo_ev=-5.66 homo_lumo_gap_ev=8.40 charge=+1 homo_energy_ev=-14.1 relative_energy_kcal_mol=7.0
C 0.76946 1.03604 0.48970
C -0.57333 1.06059 0.26596
C 1.58255 -0.23917 0.26810
N -1.23779 -0.09830 -0.03143
N 0.65035 -1.37130 0.42976
N 2.14758 -0.08461 -1.01145
N -0.77746 -1.28551 -0.06348
F -4.28355 0.01386 -0.29993
H 1.23732 1.93530 0.64573
H -1.20960 2.02830 0.24905
H 2.41932 -0.18250 1.14022
H -2.12262 -0.15625 -0.38615
H 1.06203 -2.28325 0.51003
H 2.96372 -0.70059 -1.09642
H 2.25865 0.79950 -1.42055
H -4.88661 -0.47211 0.31087